1.
Density functional theory data (ωB97M-V with the def2-TZVPD basis set) for 2 unconnected molecules or ions with the total composition C32H27BrN3O6S in a non-equilibrium geometry.

frontier orbital gap = 4.68 eV
total charge = -1
energy relative to the best compared isomer or geometry (same formula, charge and spin) = 0.018 eV
E_tot = -131251.2020 eV
highest occupied orbital energy = -0.100 Ha

The geometry in XYZ format:
```
70
C32H27BrN3O6S | the Open Molecules 2025 dataset | ωB97M-V with the def2-TZVPD basis set
C 0.65975 -7.16183 -2.62481
C 0.56697 -5.82164 -1.96090
C -0.03058 -5.72197 -0.70357
C -0.07305 -4.50679 -0.02441
C 0.47001 -3.36360 -0.63034
S 0.57605 -1.85285 0.29782
O -0.19891 -1.97803 1.50293
O 1.93500 -1.39709 0.29548
N -0.18589 -0.64788 -0.69181
C -1.50636 -0.73208 -1.14641
C -2.42498 -1.74028 -0.88395
C -3.55223 -1.80859 -1.70073
C -3.71869 -0.89765 -2.75943
C -2.76780 0.09349 -3.02746
Br -2.85585 1.12415 -4.60151
C -1.67721 0.22293 -2.17006
C -0.43748 0.99148 -2.20207
N -0.21089 2.28876 -2.73066
O -1.17266 3.01695 -3.06492
O 0.98343 2.70670 -2.75511
C 0.45980 0.38394 -1.32536
C 1.05347 -3.44525 -1.89902
C 1.08470 -4.66968 -2.56553
H 1.17538 -7.08712 -3.58371
H 1.20210 -7.86866 -1.98489
H -0.33681 -7.58255 -2.80045
H -0.45595 -6.61464 -0.23746
H -0.51769 -4.43423 0.96173
H -2.24508 -2.43452 -0.07548
H -4.30330 -2.57388 -1.52653
H -4.58812 -0.96723 -3.40127
H 1.53924 0.45435 -1.40586
H 1.48607 -2.56059 -2.35359
H 1.53556 -4.73717 -3.55725
C 5.47987 1.62373 -1.01688
C 4.15008 0.93807 -0.77681
O 3.95046 1.00353 0.69061
C 2.75111 0.86592 1.29503
C 1.53351 1.42414 0.62817
N 0.47291 1.36047 1.35460
C -0.43997 2.10677 1.91514
C -1.15743 1.46204 3.00891
C -2.43167 1.88067 3.40944
C -3.10573 1.20175 4.42584
C -2.51098 0.08881 5.03569
C -1.23746 -0.33850 4.62962
C -0.56125 0.34423 3.62459
C -0.64370 3.49436 1.48231
C -1.07348 4.51494 2.35074
C -1.13765 5.83559 1.88332
C -0.69319 6.16262 0.58943
C -0.20572 5.16109 -0.25316
C -0.22695 3.84134 0.18469
O 2.67313 0.39341 2.41627
H 5.64499 1.75572 -2.08681
H 5.48667 2.60479 -0.52681
H 6.29073 1.01013 -0.60834
H 3.33298 1.45033 -1.30058
H 4.17995 -0.12658 -1.04936
H 1.69427 2.09411 -0.23075
H -2.88349 2.73541 2.90808
H -4.09602 1.54109 4.73455
H -3.04271 -0.44758 5.82203
H -0.76221 -1.20434 5.08898
H 0.44045 0.04096 3.31594
H -1.33110 4.27791 3.38449
H -1.53431 6.61544 2.53757
H -0.72869 7.19363 0.22876
H 0.17497 5.35796 -1.25704
H 0.07965 3.05910 -0.50166
```

Atomic partial charges in e from the Mulliken method, atoms 1 to 6:
1. C -1.48
2. C 1.16
3. C -0.79
4. C -0.22
5. C -0.20
6. S 1.91

2.
Density functional theory data (ωB97M-V with the def2-TZVPD basis set) for 2 unconnected molecules or ions with the total composition C3H5NO4 in a non-equilibrium geometry.

frontier orbital gap (alpha / beta) = 8.72 / 8.65 eV
total charge = 0
energy relative to the best compared isomer or geometry (same formula, charge and spin) = 5.863 eV
E_tot = -12862.6869 eV
highest occupied orbital energy (alpha / beta) = -0.310 / -0.410 Ha
spin multiplicity = 3
⟨S²⟩ = 2.01

The geometry in XYZ format:
```
13
C3H5NO4 | the Open Molecules 2025 dataset | ωB97M-V with the def2-TZVPD basis set
C 0.49347 1.26092 1.47974
C -0.45143 0.66767 0.50564
C -0.00963 -0.45015 -0.34560
N -0.79339 -1.06568 -1.41353
O -1.88413 -0.52759 -1.70021
O -0.37668 -2.11535 -1.92004
O 0.00598 1.89438 0.31959
O 0.85840 -1.34005 0.28138
H 0.18299 1.62315 2.40790
H 1.41838 0.71420 1.40670
H -1.46225 0.44066 0.78944
H 1.06183 0.95832 -1.44606
H 0.95645 -2.06049 -0.36494
```

Atomic partial charges in e from the Mulliken method, atoms 1 to 6:
1. C -0.37
2. C 0.49
3. C -0.37
4. N 0.95
5. O -0.56
6. O -0.69

3.
Density functional theory data (ωB97M-V with the def2-TZVPD basis set) for a molecular structure, C21H33CdCl2N4O3 in a non-equilibrium geometry.

frontier orbital gap = 7.30 eV
total charge = -1
energy relative to the best compared isomer or geometry (same formula, charge and spin) = 0.000 eV
E_tot = -64029.4085 eV
highest occupied orbital energy = -0.170 Ha

The geometry in XYZ format:
```
64
C21H33CdCl2N4O3 | the Open Molecules 2025 dataset | ωB97M-V with the def2-TZVPD basis set
O -0.72479 0.44881 -1.86511
C -0.73453 -0.21860 -3.04617
C -2.15575 -0.71748 -3.43828
C -3.14402 -0.87086 -2.46691
H -2.90204 -0.65603 -1.42126
C -4.41893 -1.32606 -2.80917
H -5.17804 -1.38654 -2.02742
C -4.68704 -1.70860 -4.12649
H -5.67602 -2.08044 -4.39217
C -3.68166 -1.62144 -5.09859
H -3.87717 -1.94933 -6.12167
C -2.42797 -1.10354 -4.75732
H -1.62891 -1.01459 -5.49883
H -0.40088 0.47710 -3.84696
C 1.74235 -0.99050 -3.18677
C 0.29837 -1.37487 -3.08070
H 2.33362 -1.79840 -3.64023
H 2.14320 -0.83282 -2.17068
H 1.87581 -0.06988 -3.76873
C -0.09894 -2.63649 -2.84795
C 0.78417 -3.82378 -2.63989
H -1.16595 -2.85035 -2.75087
H 0.61865 -4.58379 -3.41579
H 0.54085 -4.29609 -1.67967
H 1.85046 -3.57514 -2.61747
Cd 0.09363 -0.52070 0.06103
Cl -2.18407 -1.11848 0.81632
Cl 2.00744 -2.09788 0.09820
H -4.55471 3.08348 -0.82555
H -4.13713 2.66903 1.78144
C -3.89220 2.20838 -0.91185
C -3.37821 1.92884 1.49293
N -2.90916 2.20112 0.15177
H -3.37104 2.24698 -1.87392
C -1.64198 2.60526 -0.07734
O -0.73329 2.61143 0.76238
H -2.53078 1.96260 2.18032
H -1.48111 2.93545 -1.12273
H -4.50296 1.29926 -0.86447
H -3.82735 0.93135 1.51638
H 4.58499 3.01221 -0.35180
H 3.14707 4.89016 -1.55311
C 4.18086 2.39273 -1.16445
C 2.70115 4.09355 -2.16532
N 2.82914 2.80865 -1.50257
H 4.18442 1.34434 -0.86256
C 1.77220 2.15671 -0.97741
O 1.89491 1.12074 -0.29976
H 1.64428 4.31304 -2.34232
H 0.78807 2.60200 -1.20204
H 4.81786 2.53832 -2.04156
H 3.23001 4.06738 -3.12591
C 0.22660 -2.71861 3.06076
C 0.77382 -1.36123 3.18732
N 0.68380 -0.31409 2.37866
C 1.40573 0.72598 2.93802
C 1.95481 0.28223 4.12016
N 1.53879 -1.02448 4.26197
H 1.03810 -3.45130 3.16680
H -0.50950 -2.88465 3.85890
H -0.25434 -2.81141 2.08347
H 1.47551 1.68757 2.46304
H 2.58822 0.79030 4.82151
H 1.75242 -1.66811 5.01450
```

Atomic partial charges in e from the Mulliken method, atoms 1 to 6:
1. O -0.29
2. C 0.09
3. C -0.75
4. C 0.80
5. H 0.00
6. C -0.86